DFT (ωB97M-V/def2-TZVPD) results for a structure of composition C48H51Cl3MoN4O4PS in a non-equilibrium geometry.

Each line ends with the Mulliken spin population.
Positions of all 113 atoms, in Å:
Mo (-0.14075, -0.02258, -0.10888)  2.08
O (-1.27219, 2.25003, -1.44881)  0.03
C (-0.48066, 2.05553, -0.55402)  -0.12
C (0.08109, 3.17977, 0.22804)  -0.07
C (-0.35638, 4.47732, -0.04617)  0.00
C (0.19494, 5.55161, 0.62337)  0.00
C (1.17816, 5.33506, 1.57670)  0.00
C (1.59735, 4.05036, 1.87671)  0.00
C (1.05888, 2.95851, 1.20144)  0.02
P (1.49261, 1.21568, 1.57689)  0.03
C (3.28205, 1.08844, 1.19077)  -0.03
C (3.89545, -0.16199, 1.25911)  0.01
C (5.25317, -0.29183, 1.02534)  0.00
C (6.01767, 0.82293, 0.72312)  0.00
C (5.41592, 2.06840, 0.66379)  0.00
C (4.06051, 2.20496, 0.90610)  0.00
C (1.66584, 1.43239, 3.40099)  0.01
C (0.79381, 2.27294, 4.09080)  0.00
C (0.96286, 2.49005, 5.44564)  0.00
C (1.99133, 1.87220, 6.13556)  0.00
C (2.85400, 1.02835, 5.45739)  0.00
C (2.69437, 0.81002, 4.10129)  -0.01
H (-1.12834, 4.61536, -0.78936)  0.00
H (-0.13677, 6.55609, 0.41019)  0.00
H (1.61844, 6.17389, 2.09383)  0.00
H (2.33545, 3.90055, 2.65047)  0.00
H (3.31219, -1.02265, 1.55863)  -0.01
H (5.71736, -1.26591, 1.09195)  0.00
H (7.07739, 0.71839, 0.55033)  0.00
H (6.00398, 2.94283, 0.42858)  0.00
H (3.61140, 3.18507, 0.86952)  0.00
H (-0.01560, 2.77160, 3.57326)  0.00
H (0.28701, 3.14890, 5.96888)  0.00
H (2.11787, 2.04522, 7.19312)  0.00
H (3.66123, 0.53926, 5.98080)  0.00
H (3.36920, 0.13988, 3.59507)  0.00
C (0.53353, -3.75173, -0.33330)  0.01
C (-0.64680, -4.35572, 0.41619)  0.00
C (-0.21920, -4.58206, 1.87091)  0.00
C (-1.99209, -3.65527, 0.25342)  -0.01
C (-3.06358, -4.38652, 0.77168)  0.00
C (-4.37540, -4.07788, 0.48362)  0.00
C (-4.63516, -3.08534, -0.44075)  0.00
C (-3.61053, -2.32613, -0.98275)  0.01
C (-3.97641, -1.44423, -2.16264)  0.00
C (-5.25677, -0.63213, -1.91708)  0.00
C (-4.17147, -2.35287, -3.38814)  0.00
C (-2.28298, -2.52136, -0.52716)  -0.01
N (-1.30117, -1.60687, -1.01191)  0.10
C (-1.07176, -1.70357, -2.29233)  0.01
C (-0.28256, -0.79131, -2.97405)  -0.03
C (-0.04658, -0.72929, -4.35772)  0.03
C (0.78619, 0.34686, -4.54649)  0.00
C (1.04381, 0.91603, -3.28592)  0.04
N (0.37164, 0.23634, -2.31865)  -0.07
C (2.00573, 2.06492, -3.12605)  0.01
C (3.09974, 1.97037, -4.20259)  0.00
C (1.26903, 3.40279, -3.28521)  0.01
C (2.70091, 1.99578, -1.77261)  0.04
H (1.41510, -4.36322, -0.14277)  0.00
H (0.72571, -2.73975, 0.03308)  0.01
H (0.35420, -3.73506, -1.40640)  0.00
H (-0.82777, -5.35335, -0.01122)  0.00
H (0.25165, -3.68791, 2.27047)  0.00
H (0.50685, -5.39206, 1.91386)  0.00
H (-1.05438, -4.85175, 2.50875)  0.00
H (-2.84677, -5.25639, 1.37452)  0.00
H (-5.18080, -4.66244, 0.90134)  0.00
H (-5.64382, -2.92323, -0.78584)  0.00
H (-3.16018, -0.75276, -2.39853)  0.00
H (-6.12751, -1.16037, -2.29279)  0.00
H (-5.20141, 0.32324, -2.43102)  0.00
H (-5.40371, -0.45615, -0.85686)  0.00
H (-5.00131, -3.03530, -3.22727)  0.00
H (-3.29085, -2.95768, -3.58767)  0.00
H (-4.37168, -1.75364, -4.27230)  0.00
H (-1.49950, -2.52587, -2.86005)  0.01
H (-0.46298, -1.38092, -5.09866)  0.00
H (1.17671, 0.68328, -5.48439)  0.00
H (2.71426, 2.20435, -5.18892)  0.00
H (3.52986, 0.97180, -4.22489)  0.00
H (3.89591, 2.67693, -3.98168)  0.00
H (0.89774, 3.51272, -4.30063)  0.00
H (1.94942, 4.22395, -3.07132)  0.00
H (0.42118, 3.46908, -2.61250)  0.00
H (3.27610, 1.07486, -1.69271)  0.00
H (1.96850, 2.02895, -0.97190)  -0.02
H (3.38328, 2.83387, -1.66182)  0.00
O (2.02322, -1.10448, -0.84426)  -0.02
H (2.20402, -1.27840, -1.77650)  0.00
H (2.75911, -1.43010, -0.30809)  0.00
Cl (-2.03781, -2.47307, 3.67143)  0.00
C (-0.42326, -1.82001, 3.95947)  0.00
Cl (0.58680, -2.96907, 4.83608)  0.00
Cl (-0.59205, -0.34571, 4.94490)  0.00
C (0.23854, -1.37966, 2.61398)  -0.02
O (1.44443, -1.18156, 2.58311)  0.00
O (-0.55600, -1.19528, 1.67182)  -0.05
N (-5.46406, 2.68006, 3.89274)  0.00
C (-5.50636, 2.02448, 2.72492)  0.00
S (-6.94837, 1.57960, 2.05583)  0.01
C (-4.25959, 1.63970, 2.07759)  0.01
C (-3.04997, 1.49365, 2.76825)  0.00
C (-1.93674, 1.05352, 2.09358)  0.01
N (-1.92720, 0.71819, 0.79292)  -0.05
C (-3.07685, 0.89071, 0.11994)  0.04
C (-4.22827, 1.35652, 0.70874)  -0.01
H (-6.33486, 2.89524, 4.35078)  0.00
H (-4.61158, 3.04527, 4.27737)  0.00
H (-2.96159, 1.69359, 3.82448)  0.00
H (-1.00255, 0.96669, 2.63490)  0.03
H (-3.03753, 0.68129, -0.93923)  -0.01
H (-5.12351, 1.51529, 0.12907)  0.00

## Properties
DFT total energy   -4567.8477 Ha
HOMO energy (alpha / beta)   -10.27 / -10.32 eV
ΔE to the lowest compared entry with this formula, charge and spin   0.974 eV
Charge   +1
<S²>   2.027
Molar mass   1013.30 g mol⁻¹
2S+1   3
Maximum force   0.0374 hartree/bohr
Gap between HOMO and LUMO (alpha / beta)   0.2512 / 0.2321 hartree


DFT (ωB97M-V/def2-TZVPD) results for a structure of composition C19H44BBrClF4IN5O2P5S in a non-equilibrium geometry.

Each line ends with the Löwdin charge.
Positions of all 84 atoms, in Å:
C (3.30573, 3.40211, 1.74021)  -0.14
C (1.85181, 4.15956, 2.01174)  -0.24
C (0.85660, 3.11475, 2.80932)  -0.21
C (-0.35522, 2.51972, 1.82093)  -0.25
C (0.20314, 2.12449, 0.34549)  -0.15
C (-0.65508, 0.94858, -0.48536)  -0.35
C (-0.14205, 1.20229, -2.04343)  -0.15
C (1.31841, 1.84047, -2.30839)  -0.22
C (2.64453, 1.04315, -1.82610)  -0.22
C (3.29785, 0.04299, -2.99697)  -0.22
N (4.75790, -0.21566, -2.66907)  -0.03
C (4.97194, -1.54302, -1.97491)  -0.38
N (4.72125, -2.76581, -2.55054)  0.08
N (5.53418, -1.53162, -0.56021)  0.04
O (-1.97104, 1.55938, -0.45267)  -0.23
C (-3.09370, 0.95197, 0.09564)  -0.86
I (-3.88671, 2.10387, 1.86009)  0.93
P (-4.53875, 1.35788, -1.16584)  0.75
C (-4.03675, 2.90243, -2.24025)  -0.28
C (-6.13131, 1.89413, -0.28953)  -0.45
C (-3.05059, -0.67352, 0.48357)  -0.80
Cl (-4.64944, -1.25369, -0.38452)  0.58
P (-3.66934, -0.67669, 2.24030)  0.60
C (-2.77031, -1.30069, 3.68794)  -0.36
C (-5.51777, -1.19609, 2.43938)  -0.32
N (-1.82269, -1.40488, 0.06535)  -0.55
P (-1.61744, -3.04418, 0.79145)  0.39
S (-3.27891, -3.99753, 1.21241)  0.24
P (-1.77223, -1.87586, -1.71329)  0.80
C (-2.71719, -3.48067, -2.09872)  -0.32
O (-2.62093, -0.69515, -2.71881)  -0.35
C (-0.51139, -0.57118, 0.08620)  -0.64
Br (0.71535, -1.75394, -1.08130)  0.79
P (0.52965, -0.73207, 1.71888)  0.75
N (1.42709, -2.12408, 1.74612)  -0.37
H (3.70607, 3.62944, 0.64768)  0.08
H (3.13084, 2.23977, 1.91725)  0.06
H (4.10907, 3.75138, 2.52018)  0.08
H (1.41326, 4.55134, 0.99050)  0.11
H (2.10525, 5.12375, 2.64735)  0.11
H (1.40861, 2.27780, 3.41210)  0.10
H (0.27698, 3.77797, 3.61508)  0.12
H (-0.89946, 1.67307, 2.41492)  0.05
H (-1.12556, 3.42792, 1.73713)  0.09
H (-0.01098, 3.11589, -0.29076)  0.15
H (1.33736, 1.90552, 0.44558)  0.08
H (-0.25802, 0.30483, -2.77308)  0.08
H (-0.87668, 2.02491, -2.51941)  0.14
H (1.45434, 2.97734, -1.96287)  0.12
H (1.41763, 1.92015, -3.50001)  0.13
H (3.49363, 1.86734, -1.65626)  0.12
H (2.55894, 0.49785, -0.77309)  0.08
H (2.66106, -0.92047, -3.18311)  0.09
H (3.30565, 0.71687, -3.98328)  0.12
H (5.16397, 0.52212, -2.04487)  0.10
H (4.94192, -3.54251, -1.89599)  0.02
H (6.57026, -1.33040, -0.56850)  0.08
H (5.46081, -2.47101, -0.11302)  0.06
H (-4.62068, 2.94547, -3.26130)  0.06
H (-2.89521, 2.93170, -2.49400)  0.03
H (-4.26962, 3.84054, -1.55201)  0.05
H (-7.00033, 1.82370, -1.10726)  0.07
H (-6.14677, 3.04384, 0.03450)  0.04
H (-6.50121, 1.17901, 0.58368)  0.02
H (-1.92010, -2.09721, 3.61904)  0.02
H (-2.28188, -0.39166, 4.29266)  0.07
H (-3.54397, -1.76167, 4.47700)  0.09
H (-5.68214, -1.29290, 3.61904)  0.07
H (-6.28395, -0.38932, 2.07960)  0.03
H (-5.74189, -2.28823, 2.02095)  0.04
H (-0.89147, -3.96957, -0.09354)  0.02
H (-0.91825, -3.12084, 2.02922)  -0.03
H (-3.75787, -3.61987, -1.60297)  0.01
H (-2.08373, -4.46331, -1.86213)  0.08
H (-2.89307, -3.50966, -3.27680)  0.09
H (-2.70771, -1.12134, -3.63868)  0.10
H (-0.24922, -0.63748, 2.91603)  0.00
H (1.56257, 0.27973, 1.84032)  0.04
H (1.15654, -2.68018, 2.61046)  -0.01
B (7.79961, -4.61460, -0.38249)  -1.05
F (8.33055, -5.24489, 0.81527)  0.03
F (8.27928, -3.24445, -0.46224)  0.02
F (8.24209, -5.35202, -1.55475)  0.03
F (6.34683, -4.61713, -0.32815)  0.02

## Properties
DFT total energy   -7035.2388 Ha
HOMO energy   -7.98 eV
ΔE to the lowest compared entry with this formula, charge and spin   14.414 eV
Charge   0
Molar mass   890.60 g mol⁻¹
Maximum force   0.1361 hartree/bohr
Gap between HOMO and LUMO   0.1989 hartree


DFT (ωB97M-V/def2-TZVPD) results for a structure of composition C38H32F6N5OP2SScSe in a non-equilibrium geometry.

Each line ends with the Mulliken spin population.
Positions of all 87 atoms, in Å:
Sc (-0.24694, -0.02316, 0.74859)  0.04
N (-4.63280, 0.09113, 2.97159)  0.03
C (-3.47187, 0.46157, 2.41266)  0.07
S (-3.82773, 1.30394, 0.79932)  0.00
N (-2.39174, 0.30172, 3.05188)  -0.05
N (-1.12206, 0.45391, 2.62874)  0.19
C (-0.21136, 0.58046, 3.57491)  0.21
C (-0.50692, 0.62432, 5.01863)  -0.01
C (0.07703, 1.62227, 5.80166)  0.04
C (-0.08710, 1.62571, 7.17274)  -0.01
C (-0.82870, 0.62615, 7.78188)  0.02
C (-1.43495, -0.35336, 7.01258)  -0.01
C (-1.28612, -0.35352, 5.63713)  0.03
C (1.17976, 0.66330, 3.15877)  0.11
C (2.24071, 0.45828, 4.05749)  -0.01
C (3.54080, 0.49888, 3.60663)  0.08
C (3.77805, 0.79256, 2.26419)  0.08
C (2.69015, 0.98342, 1.43692)  0.02
N (1.42278, 0.88955, 1.84086)  0.12
H (-5.49709, 0.35603, 2.53117)  0.00
H (-4.62918, -0.21361, 3.93086)  0.00
H (0.65142, 2.40259, 5.32452)  0.01
H (0.36942, 2.40105, 7.76822)  0.00
H (-0.93542, 0.61493, 8.85449)  0.00
H (-2.02170, -1.12633, 7.48876)  0.00
H (-1.74758, -1.12782, 5.04393)  0.00
H (2.02708, 0.25158, 5.09313)  0.02
H (4.36674, 0.32342, 4.27901)  0.01
H (4.78071, 0.85512, 1.87741)  0.01
H (2.83225, 1.23712, 0.38966)  0.01
O (-0.93429, 2.65855, 1.05678)  0.00
N (-0.08186, 2.36179, 0.01902)  0.00
C (0.76381, 3.23567, -0.35008)  0.00
C (1.59923, 3.06108, -1.51584)  0.00
C (2.22567, 4.21232, -2.00956)  0.00
C (2.93665, 4.19087, -3.19156)  0.00
C (3.05113, 3.00108, -3.89303)  0.00
C (2.47543, 1.84640, -3.39434)  0.00
C (1.74448, 1.84312, -2.21253)  0.00
P (1.03999, 0.23381, -1.64305)  0.00
C (0.01047, -0.21901, -3.09261)  0.00
C (-0.18498, -1.56942, -3.38575)  0.00
C (-0.97035, -1.93841, -4.46217)  0.00
C (-1.56773, -0.97124, -5.25340)  0.00
C (-1.39012, 0.36897, -4.95697)  0.00
C (-0.62253, 0.74823, -3.86951)  0.00
C (2.41815, -0.96061, -1.85713)  -0.01
C (2.90231, -1.40442, -3.08679)  0.00
C (3.90442, -2.35598, -3.13411)  0.00
C (4.43138, -2.88079, -1.96512)  0.00
C (3.93451, -2.47085, -0.74048)  -0.01
C (2.92957, -1.52262, -0.68901)  0.02
H (-0.82914, 3.58573, 1.35739)  0.00
H (0.83733, 4.19739, 0.17198)  0.00
H (2.11453, 5.14334, -1.47235)  0.00
H (3.37778, 5.09699, -3.57595)  0.00
H (3.58525, 2.97141, -4.82982)  0.00
H (2.58283, 0.93219, -3.95452)  0.00
H (0.28600, -2.33168, -2.78201)  0.00
H (-1.10882, -2.98503, -4.68492)  0.00
H (-2.16032, -1.25935, -6.10782)  0.00
H (-1.85270, 1.12016, -5.57863)  0.00
H (-0.49586, 1.79650, -3.63519)  0.00
H (2.46892, -1.05366, -4.01234)  0.00
H (4.26501, -2.69570, -4.09282)  0.00
H (5.20939, -3.62516, -2.01356)  0.00
H (4.31746, -2.89614, 0.17237)  0.00
H (2.51722, -1.22453, 0.26835)  0.01
Se (-2.40101, 0.78301, -0.74773)  0.02
C (-3.37519, -0.50006, -1.85173)  0.00
C (-3.96074, -0.00515, -3.00791)  0.00
C (-4.55081, -0.88041, -3.90071)  0.00
C (-4.54327, -2.24173, -3.63902)  0.00
C (-3.97581, -2.73081, -2.47534)  0.00
C (-3.39471, -1.85668, -1.57404)  0.00
H (-3.93987, 1.05999, -3.19044)  0.00
H (-5.01781, -0.49691, -4.79528)  0.00
H (-4.98442, -2.93028, -4.34134)  0.00
H (-3.98473, -3.79034, -2.26036)  0.00
H (-2.97407, -2.24772, -0.66542)  0.00
F (0.53540, -1.73137, 1.68433)  0.00
P (-0.53707, -2.91345, 1.05471)  0.00
F (-1.58690, -3.86654, 0.37144)  0.00
F (-0.19824, -2.17612, -0.41425)  0.00
F (0.67262, -3.90565, 0.89302)  0.00
F (-1.70423, -1.68218, 1.17167)  -0.01
F (-0.88699, -3.34981, 2.52711)  0.00

## Properties
DFT total energy   -6658.5978 Ha
HOMO energy (alpha / beta)   -7.98 / -10.36 eV
ΔE to the lowest compared entry with this formula, charge and spin   1.636 eV
Charge   +1
<S²>   0.763
Molar mass   906.63 g mol⁻¹
2S+1   2
Maximum force   0.0359 hartree/bohr
Gap between HOMO and LUMO (alpha / beta)   0.1771 / 0.2652 hartree


Among the records above, which one has the highest ΔE to the lowest compared entry with this formula, charge and spin?
C19H44BBrClF4IN5O2P5S


Among the records above, which one has the highest DFT total energy?
C48H51Cl3MoN4O4PS


The highest molar mass belongs to which entry?
C48H51Cl3MoN4O4PS


Look up the ΔE to the lowest compared entry with this formula, charge and spin of the second one.
14.414 eV